[1]
This record from the OMol25 dataset describes a structure of composition C3H7N2O in a non-equilibrium geometry. The level of theory is wB97M-V/def2-TZVPD.

LUMO level (alpha / beta)   -0.2245 / -0.2237 hartree
Maximum force   4.5 eV/Å
Relative energy (zero: lowest compared OMol25 entry of this formula, charge and spin)   603.7 kJ/mol

Structure (ORCA input):
```
! RIJCOSX wB97M-V def2-TZVPD def2/J DEFGRID3
* xyz 1 1
C 0.614 0.709 1.610
C -0.606 -1.048 0.326
C -0.204 0.599 -0.793
N -1.213 -0.424 -0.885
N 0.025 0.247 0.562
O -0.169 1.874 -1.197
H 0.961 1.675 1.595
H 0.684 0.138 2.516
H -1.135 -1.648 1.102
H 0.295 -1.652 -0.027
H 1.242 -0.371 -1.655
H -1.296 -1.098 -1.656
H 0.022 2.051 -2.199
*
```

[2]
This record from the OMol25 dataset describes a cluster of 12 separate species, C18H60N10O12 in total in a non-equilibrium geometry. The level of theory is wB97M-V/def2-TZVPD.

LUMO level   0.0016 hartree
Structure (SMILES)   NC(N)=O.NC(N)=O.NC(N)=O.NC(N)=O.NC(N)=O.CCO.CCO.CCO.CCO.CCO.CCO.CO
Maximum force   8.6 eV/Å
Relative energy (zero: lowest compared OMol25 entry of this formula, charge and spin)   603.7 kJ/mol

Structure (ORCA input):
```
! RIJCOSX wB97M-V def2-TZVPD def2/J DEFGRID3
* xyz 0 1
N -2.064 -3.117 -1.143
C -2.767 -2.310 -0.448
N -3.608 -1.664 -1.186
O -2.783 -2.158 0.941
H -1.229 -3.539 -0.619
H -2.215 -3.111 -2.154
H -4.398 -1.097 -0.713
H -3.615 -1.982 -2.203
N 0.471 2.621 -3.564
C -0.033 2.696 -4.743
N -0.092 3.891 -5.288
O -0.724 1.649 -5.252
H 0.619 1.683 -3.308
H 1.138 3.367 -3.216
H -0.500 3.862 -6.166
H 0.479 4.685 -5.047
N -3.853 -0.144 2.296
C -4.703 -0.745 3.235
N -4.979 -2.001 2.999
O -5.235 -0.117 4.266
H -3.622 0.876 2.235
H -3.377 -0.663 1.542
H -5.737 -2.399 3.588
H -4.485 -2.691 2.489
N 4.885 -0.704 0.006
C 4.210 -1.519 -0.732
N 4.742 -2.734 -0.764
O 3.070 -1.073 -1.440
H 4.357 0.131 0.236
H 5.598 -0.935 0.680
H 4.445 -3.273 -1.551
H 5.689 -2.920 -0.418
N -1.706 2.440 -1.968
C -2.549 1.482 -1.816
N -1.921 0.323 -1.944
O -3.873 1.699 -1.551
H -2.022 3.387 -1.768
H -0.794 2.385 -2.570
H -2.476 -0.542 -1.784
H -0.936 0.361 -2.208
C 0.267 -0.922 0.436
C -0.124 0.515 0.886
O 0.380 1.448 -0.053
H -0.128 -1.510 1.264
H 1.365 -1.178 0.429
H -0.364 -1.204 -0.372
H 0.216 0.630 1.882
H -1.158 0.702 0.814
H -0.304 1.694 -0.697
C 2.397 2.336 2.342
C 3.503 1.736 1.522
O 2.976 1.039 0.461
H 1.691 2.989 1.769
H 2.729 2.940 3.195
H 1.801 1.535 2.886
H 4.240 1.165 2.113
H 4.121 2.436 1.021
H 2.096 1.288 0.245
C 1.042 -5.150 3.806
C 0.736 -3.671 3.719
O -0.515 -3.389 3.043
H 0.137 -5.739 3.737
H 1.601 -5.376 4.639
H 1.626 -5.404 2.910
H 1.487 -3.043 3.228
H 0.692 -3.532 4.777
H -0.806 -2.526 3.304
C 1.372 -4.362 -1.216
C 1.302 -4.151 0.255
O -0.081 -4.297 0.638
H 0.584 -3.608 -1.405
H 1.027 -5.305 -1.538
H 2.337 -4.182 -1.619
H 1.652 -3.153 0.423
H 1.870 -4.858 0.964
H -0.238 -4.101 1.549
C -2.290 2.628 3.095
C -2.791 3.281 1.813
O -3.643 2.349 1.157
H -1.606 1.822 2.880
H -3.115 2.257 3.792
H -1.752 3.440 3.505
H -1.867 3.461 1.179
H -3.238 4.255 2.003
H -3.638 2.726 0.255
C 0.688 4.904 -1.056
C 2.145 4.302 -1.191
O 2.580 4.348 -2.542
H 0.616 5.963 -1.404
H 0.335 4.793 -0.008
H -0.051 4.376 -1.768
H 2.276 3.305 -0.740
H 2.795 4.955 -0.566
H 3.549 4.230 -2.476
C 0.489 -1.027 -3.346
O 0.772 0.032 -2.519
H 0.184 -1.922 -2.702
H 1.511 -1.284 -3.673
H -0.134 -0.783 -4.208
H 1.269 -0.312 -1.793
*
```

[3]
This record from the OMol25 dataset describes the ion C4H7N2 with charge +1 in a non-equilibrium geometry. The level of theory is wB97M-V/def2-TZVPD.

LUMO level   -0.1654 hartree
Structure (SMILES)   C1N[C@]23C[N@@+]12C3
Maximum force   3.9 eV/Å
Relative energy (zero: lowest compared OMol25 entry of this formula, charge and spin)   515.0 kJ/mol

Structure (ORCA input):
```
! RIJCOSX wB97M-V def2-TZVPD def2/J DEFGRID3
* xyz 1 1
C -1.124 -0.149 0.657
N -1.356 0.331 -0.699
C 0.323 0.297 -0.872
C 0.912 -0.966 -0.412
N 0.371 -0.111 0.646
C 0.897 1.165 0.150
H -1.528 0.548 1.394
H -1.453 -1.167 0.884
H -1.783 -0.322 -1.347
H 0.411 -1.909 -0.600
H 1.995 -1.025 -0.419
H 1.978 1.245 0.188
H 0.358 2.063 0.430
*
```

[4]
This record from the OMol25 dataset describes a structure of composition C31H37FeN9O4Te. The level of theory is wB97M-V/def2-TZVPD.

LUMO level (alpha / beta)   0.0748 / 0.0745 hartree
Maximum force   0.1 eV/Å
Relative energy (zero: lowest compared OMol25 entry of this formula, charge and spin)   0.0 kJ/mol

Structure (ORCA input):
```
! RIJCOSX wB97M-V def2-TZVPD def2/J DEFGRID3
* xyz -1 6
Fe 0.613 0.239 0.375
C -4.042 1.141 -4.190
O -3.822 0.275 -5.285
C -3.500 -1.022 -4.988
C -3.618 -1.577 -3.719
C -3.211 -2.885 -3.497
C -2.684 -3.643 -4.533
C -2.646 -3.105 -5.815
C -3.036 -1.799 -6.043
N -2.246 -5.006 -4.385
N -1.494 -5.352 -3.453
C -0.955 -4.395 -2.536
C -1.165 -4.666 -1.196
C -0.849 -3.721 -0.240
C -0.288 -2.474 -0.579
O 0.030 -1.657 0.397
C -0.052 -2.205 -1.960
N 0.437 -0.956 -2.388
C 0.903 -0.822 -3.669
C 0.824 -1.827 -4.589
C 0.185 -3.026 -4.261
C -0.284 -3.212 -2.936
H -4.152 2.138 -4.608
H -3.195 1.126 -3.498
H -4.954 0.878 -3.645
H -3.993 -0.999 -2.887
H -3.267 -3.293 -2.497
H -2.268 -3.716 -6.624
H -2.966 -1.355 -7.028
H -1.627 -5.607 -0.920
H -1.014 -3.913 0.813
H 1.311 0.149 -3.906
H 1.235 -1.665 -5.577
H 0.072 -3.813 -4.991
O 2.768 0.601 0.265
N 3.205 1.744 0.553
N 2.296 2.572 0.937
O 1.028 2.243 1.035
C 2.693 3.887 1.309
C 4.012 4.312 1.165
C 4.350 5.598 1.547
C 3.391 6.462 2.065
C 2.083 6.027 2.197
C 1.726 4.739 1.820
H 4.750 3.637 0.760
H 5.374 5.930 1.436
H 3.665 7.467 2.359
H 1.327 6.691 2.596
H 0.712 4.379 1.911
C 0.031 0.273 -1.668
H -1.047 0.401 -1.894
H 0.530 1.099 -2.188
C 1.684 0.658 3.515
N 1.101 -0.396 2.676
C 2.062 -1.517 2.607
N 2.379 -2.038 3.939
C 2.926 -0.947 4.744
N 1.994 0.180 4.866
C 0.756 -0.325 5.465
N 0.150 -1.402 4.681
C -0.119 -0.888 3.335
C 1.132 -2.485 4.561
H 0.981 1.490 3.573
H 2.605 1.011 3.048
H 2.972 -1.157 2.125
H 1.615 -2.298 1.993
H 3.848 -0.592 4.278
H 3.157 -1.322 5.744
H 0.042 0.498 5.544
H 0.976 -0.697 6.469
H -0.826 -0.058 3.413
H -0.548 -1.667 2.705
H 0.703 -3.284 3.954
H 1.351 -2.875 5.559
C -1.774 2.879 -0.401
Te -2.159 1.200 0.845
C -2.261 2.428 2.589
H -0.840 3.325 -0.069
H -2.605 3.579 -0.334
H -1.662 2.519 -1.420
H -3.012 3.204 2.459
H -1.278 2.869 2.746
H -2.527 1.811 3.446
*
```

| no. | energy (eV) |
| --- | --- |
| 1 | -8239.882 |
| 2 | -59106.840 |
| 3 | -7230.400 |
| 4 | -96024.664 |